(1)
A 10-piece molecular cluster, C48H112N4O16 overall. Source: the OMol25 dataset; level of theory: ωB97M-V with the def2-TZVPD basis set.

Geometry as ORCA input:
```
! wB97M-V def2-TZVPD RIJCOSX def2/J DEFGRID3
* xyz 0 1
C 2.514 -4.867 -1.479
C 1.852 -4.873 -0.082
C 1.090 -3.544 0.042
C 0.732 -5.984 0.169
C 1.282 -7.359 0.628
C 2.226 -7.170 1.777
C 3.402 -6.182 1.516
C 3.993 -5.811 2.922
C 4.384 -6.940 0.560
N 2.828 -4.868 0.954
O 3.776 -3.877 0.976
H 2.929 -5.865 -1.615
H 1.717 -4.778 -2.218
H 3.329 -4.164 -1.651
H 0.769 -3.262 1.045
H 1.848 -2.770 -0.078
H 0.372 -3.273 -0.732
H 0.072 -5.514 0.898
H 0.108 -6.111 -0.716
H 0.443 -8.045 0.734
H 1.790 -7.704 -0.273
H 2.501 -8.163 2.130
H 1.695 -6.782 2.647
H 4.586 -6.625 3.340
H 3.172 -5.413 3.518
H 4.762 -5.042 2.849
H 5.203 -6.318 0.200
H 4.011 -7.362 -0.373
H 4.705 -7.839 1.086
H 3.388 -3.292 1.631
C 1.249 -3.294 -5.274
C 1.049 -1.816 -5.333
C -0.132 -1.430 -4.449
C 2.353 -1.147 -4.634
C 2.635 0.364 -4.843
C 2.596 0.666 -6.269
C 1.488 -0.002 -7.126
C 0.223 1.008 -7.076
C 2.097 0.022 -8.538
N 1.040 -1.366 -6.662
O 0.028 -1.949 -7.445
H 2.189 -3.592 -5.738
H 1.346 -3.586 -4.229
H 0.580 -3.830 -5.948
H 0.125 -0.838 -3.571
H -0.778 -0.863 -5.120
H -0.820 -2.263 -4.305
H 2.276 -1.256 -3.552
H 3.232 -1.750 -4.858
H 2.069 1.008 -4.170
H 3.629 0.409 -4.398
H 3.588 0.418 -6.646
H 2.575 1.750 -6.383
H 0.320 1.851 -7.760
H 0.287 1.394 -6.059
H -0.729 0.498 -7.219
H 2.900 -0.714 -8.507
H 2.325 1.048 -8.829
H 1.376 -0.394 -9.242
H -0.780 -1.536 -7.131
C -2.769 0.699 -1.571
C -1.970 0.336 -0.240
C -1.507 -1.186 -0.228
C -0.656 1.276 -0.165
C 0.048 1.264 1.219
C -0.934 1.651 2.315
C -2.309 0.839 2.303
C -1.941 -0.498 2.851
C -3.111 1.707 3.193
N -2.837 0.720 0.959
O -4.156 0.236 0.986
H -3.307 1.634 -1.416
H -2.113 0.670 -2.441
H -3.465 -0.139 -1.598
H -1.875 -1.673 -1.131
H -0.425 -1.189 -0.095
H -1.935 -1.829 0.542
H 0.012 0.766 -0.858
H -0.898 2.256 -0.576
H 0.587 0.326 1.348
H 0.730 2.113 1.236
H -1.112 2.720 2.200
H -0.280 1.538 3.179
H -1.102 -0.998 2.367
H -2.572 -1.365 2.650
H -1.960 -0.477 3.940
H -2.670 1.807 4.185
H -4.118 1.303 3.293
H -3.308 2.699 2.787
H -4.595 1.066 0.786
C -1.034 8.804 -1.186
C 0.500 8.675 -0.856
C 1.331 9.354 -1.916
C 0.899 9.409 0.534
C 0.657 8.570 1.781
C 1.227 7.160 1.677
C 0.772 6.374 0.429
C 1.814 5.272 0.156
C -0.609 5.867 0.731
N 0.870 7.220 -0.749
O 0.621 6.631 -2.047
H -1.547 8.014 -0.638
H -1.252 9.859 -1.020
H -1.037 8.589 -2.254
H 2.367 9.017 -1.957
H 0.866 9.383 -2.901
H 1.378 10.435 -1.780
H 1.900 9.824 0.650
H 0.215 10.258 0.552
H 1.064 9.044 2.674
H -0.427 8.550 1.893
H 0.768 6.707 2.556
H 2.303 7.142 1.850
H 2.815 5.698 0.221
H 1.705 4.652 -0.734
H 1.616 4.629 1.013
H -1.097 5.429 -0.139
H -1.399 6.564 1.013
H -0.539 5.025 1.419
H 1.429 6.114 -2.045
O 4.536 -0.718 0.207
C 4.098 0.181 -0.895
C 3.827 1.611 -0.357
O 3.006 1.599 0.711
H 4.022 -1.529 0.209
H 4.828 0.067 -1.696
H 3.213 -0.332 -1.273
H 3.465 2.274 -1.144
H 4.798 2.076 -0.185
H 3.333 1.202 1.521
O -2.461 -3.439 3.726
C -1.448 -4.402 3.409
C -0.518 -4.514 4.609
O 0.184 -3.312 4.715
H -3.047 -3.435 2.966
H -1.861 -5.403 3.281
H -1.098 -4.010 2.454
H 0.257 -5.252 4.405
H -1.111 -4.830 5.467
H -0.427 -2.631 4.424
O -4.641 -1.058 7.488
C -3.253 -1.233 7.693
C -2.360 -0.212 6.997
O -2.493 1.091 7.608
H -5.095 -1.636 8.105
H -2.955 -1.242 8.742
H -2.893 -2.134 7.197
H -2.689 -0.324 5.963
H -1.344 -0.575 7.153
H -3.437 1.169 7.452
O 2.452 -1.508 2.303
C 2.794 -1.899 3.671
C 4.265 -1.914 3.971
O 4.901 -0.653 4.128
H 2.508 -0.550 2.273
H 2.333 -1.267 4.429
H 2.577 -2.938 3.921
H 4.627 -2.517 3.139
H 4.530 -2.538 4.825
H 5.811 -0.675 3.824
O -5.899 3.032 -3.026
C -6.537 3.752 -1.913
C -5.687 3.550 -0.618
O -4.349 4.118 -0.707
H -5.396 3.642 -3.570
H -6.565 4.785 -2.257
H -7.536 3.332 -1.797
H -5.522 2.529 -0.272
H -6.401 4.056 0.031
H -3.855 3.595 -1.343
O -6.719 -2.580 -0.540
C -5.433 -2.400 -0.184
C -4.810 -3.809 -0.285
O -5.319 -4.952 0.362
H -6.940 -3.492 -0.339
H -4.796 -1.722 -0.753
H -5.460 -1.945 0.806
H -3.744 -3.736 -0.068
H -4.949 -4.185 -1.299
H -4.749 -5.721 0.291
*
```

Results
E_LUMO: 0.2 eV
E_HOMO: -7.80 eV
Frontier orbital gap: 8.04 eV
ΔE to the lowest compared entry with this formula, charge and spin: 189.8 kcal per mole
E_tot: -3318.38263 hartree
SMILES: CC1(C)CCCC(C)(C)N1O.CC1(C)CCCC(C)(C)N1O.CC1(C)CCCC(C)(C)N1O.CC1(C)CCCC(C)(C)N1O.OCCO.OCCO.OCCO.OCCO.OCCO.OCCO

(2)
A 11-piece molecular cluster, C48H117N11O6 overall. Source: the OMol25 dataset; level of theory: ωB97M-V with the def2-TZVPD basis set.

Geometry as ORCA input:
```
! wB97M-V def2-TZVPD RIJCOSX def2/J DEFGRID3
* xyz 0 1
C -1.454 -7.186 -2.121
C -0.653 -5.892 -2.132
N -1.119 -4.915 -3.110
C -0.901 -5.390 -4.499
C 0.549 -5.702 -4.840
C -0.494 -3.620 -2.843
C -1.150 -2.465 -3.589
H -1.092 -7.774 -2.971
H -2.534 -7.081 -2.183
H -1.193 -7.755 -1.227
H -0.733 -5.392 -1.161
H 0.414 -6.151 -2.222
H -1.503 -6.294 -4.579
H -1.280 -4.653 -5.204
H 0.871 -6.706 -4.552
H 0.707 -5.729 -5.925
H 1.235 -4.945 -4.465
H 0.586 -3.667 -3.040
H -0.582 -3.394 -1.779
H -1.207 -2.593 -4.672
H -0.741 -1.484 -3.343
H -2.195 -2.346 -3.298
C 0.013 8.260 4.396
C -1.222 7.576 3.783
N -0.956 6.674 2.654
C -0.310 5.445 3.101
C -0.440 4.302 2.106
C -0.288 7.282 1.510
C -0.981 8.523 0.983
H 0.652 7.561 4.934
H -0.331 9.043 5.075
H 0.639 8.775 3.664
H -1.723 6.976 4.541
H -1.917 8.348 3.454
H 0.759 5.688 3.225
H -0.709 5.043 4.030
H -1.506 4.089 1.977
H -0.025 4.419 1.103
H 0.056 3.407 2.492
H -0.263 6.499 0.749
H 0.764 7.531 1.727
H -0.949 9.309 1.741
H -2.009 8.313 0.689
H -0.458 8.939 0.122
C 4.095 1.716 0.927
C 4.303 2.288 -0.478
N 3.781 1.393 -1.496
C 3.642 2.107 -2.766
C 2.989 1.262 -3.863
C 4.495 0.101 -1.620
C 5.982 0.289 -1.931
H 4.800 0.897 1.076
H 3.050 1.481 1.115
H 4.358 2.470 1.676
H 3.690 3.196 -0.517
H 5.333 2.644 -0.622
H 3.049 3.012 -2.628
H 4.630 2.395 -3.153
H 3.750 0.570 -4.235
H 2.148 0.657 -3.523
H 2.678 1.890 -4.697
H 4.028 -0.544 -2.357
H 4.396 -0.377 -0.647
H 6.415 -0.713 -1.992
H 6.546 0.852 -1.189
H 6.212 0.725 -2.906
C -5.141 -2.048 2.253
C -5.062 -2.800 0.910
N -3.937 -3.706 0.773
C -2.682 -2.986 0.934
C -1.501 -3.919 1.177
C -4.005 -4.422 -0.498
C -5.108 -5.463 -0.505
H -4.723 -2.600 3.096
H -6.202 -1.935 2.484
H -4.706 -1.050 2.207
H -6.023 -3.312 0.845
H -5.099 -2.048 0.105
H -2.665 -2.292 1.774
H -2.510 -2.362 0.042
H -0.571 -3.349 1.254
H -1.363 -4.708 0.442
H -1.573 -4.331 2.188
H -4.104 -3.713 -1.334
H -3.063 -4.954 -0.641
H -4.993 -6.115 -1.378
H -5.058 -6.090 0.383
H -6.106 -5.043 -0.641
C 0.133 -1.271 6.631
C -0.510 -1.438 5.251
N 0.347 -0.980 4.157
C -0.410 -0.957 2.922
C -1.543 0.070 2.774
C 1.534 -1.825 4.010
C 2.547 -1.213 3.031
H 0.921 -2.015 6.754
H -0.619 -1.531 7.377
H 0.550 -0.277 6.766
H -0.775 -2.496 5.076
H -1.444 -0.880 5.225
H 0.231 -0.811 2.047
H -0.850 -1.956 2.773
H -1.957 0.145 1.768
H -2.355 -0.213 3.449
H -1.323 1.097 3.083
H 1.180 -2.809 3.666
H 2.019 -1.953 4.974
H 3.558 -1.585 3.184
H 2.539 -0.134 3.191
H 2.244 -1.436 2.007
C 2.368 6.340 -0.710
N 1.981 5.645 -1.927
C 0.729 5.190 -2.171
C 0.516 4.667 -3.586
O -0.181 5.169 -1.355
H 3.411 6.090 -0.509
H 1.744 6.063 0.128
H 2.345 7.417 -0.896
H 2.591 5.719 -2.721
H 0.072 5.510 -4.121
H -0.188 3.843 -3.677
H 1.453 4.319 -4.023
C 2.287 -8.490 1.642
N 2.388 -7.320 0.781
C 1.902 -6.092 1.042
C 2.268 -4.975 0.085
O 1.211 -5.845 2.023
H 3.121 -9.147 1.414
H 1.367 -9.022 1.376
H 2.191 -8.237 2.693
H 2.845 -7.472 -0.100
H 2.493 -5.281 -0.935
H 3.078 -4.439 0.580
H 1.445 -4.265 0.023
C 1.408 -1.223 -0.935
N 0.941 0.140 -0.823
C -0.345 0.506 -0.773
C -0.686 1.980 -0.633
O -1.262 -0.315 -0.822
H 1.569 -1.470 -1.986
H 0.668 -1.913 -0.536
H 2.359 -1.331 -0.421
H 1.645 0.862 -0.917
H 0.190 2.631 -0.686
H -1.036 2.058 0.401
H -1.447 2.360 -1.308
C 6.254 -3.261 -0.763
N 5.947 -3.154 -2.188
C 4.680 -3.158 -2.647
C 4.451 -3.118 -4.144
O 3.724 -3.186 -1.879
H 5.322 -3.246 -0.208
H 6.860 -2.400 -0.485
H 6.796 -4.178 -0.544
H 6.678 -3.365 -2.847
H 5.320 -2.737 -4.681
H 3.597 -2.497 -4.404
H 4.228 -4.140 -4.455
C -4.453 2.241 -0.135
N -4.067 1.036 -0.850
C -4.799 0.447 -1.815
C -4.071 -0.728 -2.449
O -5.920 0.808 -2.142
H -5.456 2.138 0.266
H -4.454 3.070 -0.840
H -3.751 2.538 0.641
H -3.101 0.731 -0.873
H -3.547 -1.281 -1.670
H -3.394 -0.375 -3.224
H -4.779 -1.433 -2.885
C -4.726 7.061 2.783
N -3.837 6.455 1.804
C -4.277 5.702 0.784
C -3.241 5.379 -0.280
O -5.428 5.297 0.655
H -4.887 8.111 2.525
H -4.320 7.062 3.793
H -5.657 6.502 2.740
H -2.832 6.606 1.910
H -2.474 6.159 -0.288
H -3.676 5.287 -1.268
H -2.672 4.489 -0.012
*
```

Results
E_LUMO: 0.1 eV
E_HOMO: -7.62 eV
Frontier orbital gap: 7.75 eV
ΔE to the lowest compared entry with this formula, charge and spin: 17.1 kcal per mole
E_tot: -2952.87729 hartree
SMILES: CCN(CC)CC.CCN(CC)CC.CCN(CC)CC.CCN(CC)CC.CCN(CC)CC.CNC(C)=O.CNC(C)=O.CNC(C)=O.CNC(C)=O.CNC(C)=O.CNC(C)=O

For reference, M by record: 1001.44, 944.54 g/mol.